Formula: C28H54Cl11FN2O8P2
Source: the Open Molecules 2025 dataset
Level of theory: ωB97M-V with the def2-TZVPD basis set

```
106
C28H54Cl11FN2O8P2 | the Open Molecules 2025 dataset | ωB97M-V with the def2-TZVPD basis set
H -4.83 1.40 -0.56
N -4.03 1.12 0.00
C -3.13 0.65 -0.74
C -1.81 0.12 -0.29
C -1.19 0.71 1.02
C -1.17 2.24 0.87
C -0.28 2.70 -0.27
O -0.20 4.15 -0.17
C -0.28 4.81 -1.34
O -0.39 6.04 -1.41
O 0.17 0.37 1.19
C 0.58 -0.97 1.33
O -0.35 -1.79 1.97
C 0.89 -1.59 -0.07
P 0.13 -3.16 -0.47
O -1.30 -3.09 -0.81
O 0.94 -3.67 -1.77
O 0.41 -4.27 0.64
C 1.87 -0.94 2.26
Cl 2.13 -2.69 2.72
C 1.42 -0.19 3.57
C 1.58 -0.91 4.90
C 1.94 1.25 3.60
C 1.16 2.13 4.58
C 1.24 3.61 4.21
N 3.06 -0.50 1.57
C 3.01 0.46 0.53
C 3.51 1.88 0.84
F 3.80 0.01 -0.56
C 4.39 -0.90 1.89
Cl 4.77 -0.81 3.66
C 4.99 -2.21 1.25
C 4.18 -2.87 0.15
Cl 5.38 -3.53 2.41
P -2.18 0.46 2.62
C -3.42 -0.87 2.29
O -3.09 1.83 2.81
H -3.28 0.58 -1.82
H -1.93 -0.96 -0.18
H -1.11 0.34 -1.09
H -0.73 2.65 1.79
H -2.16 2.67 0.81
H 0.72 2.32 -0.16
H -0.72 2.39 -1.22
H -0.21 4.19 -2.24
H -1.20 -1.76 1.53
H 0.55 -0.91 -0.85
H 1.95 -1.69 -0.25
H 1.79 -4.04 -1.49
H -0.25 -4.96 0.49
H 0.35 -0.05 3.52
H 0.84 -1.70 5.03
H 1.34 -0.19 5.68
H 2.56 -1.31 5.13
H 1.66 1.66 2.63
H 3.01 1.30 3.77
H 1.42 1.94 5.61
H 0.11 1.84 4.45
H 2.26 3.97 4.33
H 0.89 3.76 3.20
H 0.56 4.16 4.85
H 2.03 0.55 0.08
H 4.30 2.15 0.16
H 3.96 1.88 1.83
H 2.70 2.60 0.80
H 5.05 -0.12 1.55
H 5.95 -1.96 0.83
H 3.85 -2.19 -0.62
H 4.83 -3.59 -0.34
H 3.33 -3.43 0.52
H -3.15 -1.55 1.48
H -4.39 -0.42 2.06
H -3.52 -1.47 3.18
H -3.45 1.79 3.70
Cl 0.29 1.54 -3.35
C 0.52 2.68 -4.71
C 0.50 1.98 -6.04
Cl 1.93 0.94 -6.27
H 1.45 3.21 -4.54
H -0.30 3.39 -4.66
H 0.51 2.72 -6.84
H -0.38 1.36 -6.15
Cl -3.38 0.96 -4.23
C -4.58 -0.33 -4.54
C -5.99 0.19 -4.54
Cl -6.52 0.72 -2.92
H -4.45 -1.10 -3.78
H -4.34 -0.77 -5.51
H -6.67 -0.59 -4.86
H -6.09 1.04 -5.22
Cl -8.21 3.21 -5.54
C -7.02 4.33 -6.25
C -6.43 3.80 -7.53
Cl -5.40 2.37 -7.24
H -6.25 4.51 -5.50
H -7.54 5.27 -6.44
H -5.81 4.56 -7.99
H -7.21 3.51 -8.23
Cl 4.32 -8.45 1.82
C 5.23 -7.79 3.20
C 4.34 -7.50 4.38
Cl 3.24 -6.14 4.07
H 5.75 -6.90 2.87
H 5.97 -8.54 3.48
H 4.95 -7.22 5.24
H 3.74 -8.36 4.65
```

## Properties
Molar mass = 1017.67 g mol⁻¹
E_LUMO = 0.01089 Ha
E = -7655.494071 hartree
Spin multiplicity = 1
SMILES string = [H]/N=C/C[C@](CCOC=O)(O[C@@](O)(CP(=O)(O)O)[C@](Cl)([C@@H](C)CCC)N([C@@H](C)F)[C@@H](Cl)[C@H](C)Cl)P(C)O.ClCCCl.ClCCCl.ClCCCl.ClCCCl
Kohn-Sham gap = 0.3072 Eh

***

Formula: C22H38N5Ti
Source: the Open Molecules 2025 dataset
Level of theory: ωB97M-V with the def2-TZVPD basis set

```
66
C22H38N5Ti | the Open Molecules 2025 dataset | ωB97M-V with the def2-TZVPD basis set
Ti 0.19 -0.04 0.05
N 1.11 -1.52 3.39
C 2.38 -1.02 2.89
C 2.79 -1.59 1.52
N 2.04 -1.22 0.28
C 1.55 -2.43 -0.42
C 0.39 -3.05 0.33
N -0.67 -2.04 0.49
C 2.93 -0.44 -0.61
C 3.12 0.96 -0.04
N 1.78 1.56 0.09
H 0.39 -0.87 3.05
H 1.09 -1.44 4.40
H 3.16 -1.36 3.58
H 2.42 0.08 2.87
H 2.79 -2.67 1.62
H 3.83 -1.29 1.37
H 2.36 -3.16 -0.56
H 1.20 -2.13 -1.41
H 0.71 -3.38 1.31
H 0.05 -3.93 -0.23
H -1.11 -2.12 1.39
H -1.37 -2.12 -0.23
H 2.45 -0.34 -1.58
H 3.90 -0.94 -0.75
H 3.76 1.54 -0.71
H 3.61 0.92 0.93
H 1.64 2.33 -0.55
H 1.60 1.91 1.03
C -1.61 0.55 -1.31
C -0.37 0.85 -1.96
C 0.01 -0.31 -2.68
C -1.00 -1.29 -2.52
C -2.00 -0.75 -1.71
C -3.33 -1.38 -1.37
C -1.01 -2.65 -3.17
C 1.10 -0.39 -3.72
C 0.06 2.25 -2.34
C -2.60 1.55 -0.77
H -4.12 -0.93 -1.98
H -3.59 -1.20 -0.32
H -3.34 -2.45 -1.56
H -1.52 -2.61 -4.14
H -1.52 -3.39 -2.56
H 0.01 -3.01 -3.36
H 0.67 -0.29 -4.72
H 1.64 -1.34 -3.70
H 1.83 0.42 -3.60
H -0.48 2.56 -3.24
H 1.12 2.31 -2.58
H -0.18 2.97 -1.56
H -3.43 1.67 -1.47
H -2.14 2.52 -0.61
H -3.02 1.23 0.19
N -0.46 0.67 1.48
C -1.10 1.68 2.12
C -0.87 3.04 1.79
C -1.53 4.07 2.43
C -2.45 3.81 3.44
C -2.69 2.49 3.79
C -2.03 1.45 3.16
H -0.19 3.27 0.98
H -1.34 5.10 2.13
H -2.97 4.62 3.94
H -3.41 2.27 4.57
H -2.24 0.42 3.44
```

## Properties
⟨S²⟩ = 0.76
Molar mass = 420.45 g mol⁻¹
E_LUMO (spin up / spin down) = 0.01420 / 0.01412 Ha
E = -1984.348580 hartree
Energy above the lowest of the compared OMol25 structures with the same formula, charge and spin = 15.9 kcal/mol
Spin multiplicity = 2
Kohn-Sham gap (spin up / spin down) = 0.2099 / 0.2530 Eh

***

Formula: C27H54F8N7O19S8
Source: the Open Molecules 2025 dataset
Level of theory: ωB97M-V with the def2-TZVPD basis set

```
123
C27H54F8N7O19S8 | the Open Molecules 2025 dataset | ωB97M-V with the def2-TZVPD basis set
C 1.44 -17.33 1.72
C 2.40 -18.06 2.64
C 3.84 -18.24 2.17
C 4.68 -16.98 2.28
C 4.68 -16.44 3.70
C 3.24 -16.18 4.25
N 2.39 -17.43 4.02
O 1.33 -17.39 4.58
C 2.66 -14.91 3.56
C 3.46 -16.01 5.73
C 1.91 -19.52 2.85
H 0.48 -17.23 2.24
H 1.21 -17.99 0.88
H 1.72 -16.47 1.10
H 3.81 -18.56 1.13
H 4.47 -18.97 2.68
H 4.26 -16.26 1.58
H 5.72 -17.11 1.97
H 5.15 -15.47 3.83
H 5.28 -17.10 4.34
H 2.56 -15.06 2.50
H 3.21 -14.06 3.95
H 1.66 -14.72 3.97
H 4.34 -15.47 6.08
H 3.64 -16.94 6.27
H 2.63 -15.61 6.32
H 1.71 -20.15 1.98
H 1.00 -19.59 3.45
H 2.59 -20.03 3.53
C -1.28 -16.88 7.42
C -1.74 -15.64 8.16
C -3.14 -15.90 8.80
C -3.51 -14.89 9.88
C -2.36 -14.80 10.91
C -1.00 -14.38 10.33
N -0.70 -15.31 9.17
O 0.42 -15.31 8.82
C -0.03 -14.74 11.46
C -0.95 -12.88 10.01
C -1.90 -14.47 7.17
H -2.07 -17.15 6.72
H -0.97 -17.73 8.03
H -0.42 -16.62 6.81
H -3.10 -16.84 9.36
H -3.91 -15.96 8.05
H -4.34 -15.24 10.49
H -3.65 -13.93 9.38
H -2.41 -15.74 11.47
H -2.68 -14.15 11.73
H 0.96 -14.46 11.09
H 0.05 -15.82 11.61
H -0.21 -14.30 12.44
H -1.76 -12.54 9.38
H -0.04 -12.57 9.50
H -1.02 -12.38 10.98
H -2.48 -13.65 7.60
H -2.34 -14.78 6.23
H -1.02 -13.88 6.91
C 5.98 -18.58 10.12
C 5.56 -17.07 10.07
C 4.10 -17.01 10.53
C 3.95 -17.34 12.02
C 4.72 -16.26 12.75
C 6.20 -16.12 12.49
N 6.43 -16.22 10.98
O 7.51 -15.93 10.62
C 6.98 -17.21 13.20
C 6.69 -14.68 12.85
C 5.56 -16.50 8.64
H 6.35 -18.84 11.12
H 6.86 -18.72 9.49
H 5.19 -19.24 9.78
H 3.45 -17.60 9.88
H 3.76 -15.98 10.43
H 4.28 -18.37 12.12
H 2.89 -17.29 12.27
H 4.61 -16.35 13.83
H 4.24 -15.29 12.56
H 8.07 -17.09 13.13
H 6.70 -18.24 12.98
H 6.89 -17.19 14.29
H 7.78 -14.69 12.81
H 6.36 -14.47 13.87
H 6.33 -13.85 12.26
H 6.50 -16.28 8.14
H 4.95 -15.60 8.61
H 5.11 -17.25 7.98
N 3.25 -19.28 5.97
S 4.09 -20.55 6.27
O 3.41 -21.80 6.15
O 5.24 -20.41 7.12
F 4.85 -20.40 4.84
S 2.18 -19.41 7.18
O 2.61 -19.54 8.55
O 0.91 -19.98 6.85
F 1.80 -17.83 7.21
N -3.55 -15.16 1.89
S -2.90 -15.32 0.48
O -2.75 -16.65 -0.04
O -1.95 -14.33 0.05
F -4.23 -14.94 -0.39
S -2.19 -15.76 2.67
O -1.01 -14.95 2.67
O -2.09 -17.19 2.69
F -2.73 -15.47 4.15
N 5.00 -14.77 -2.14
S 3.60 -15.09 -1.61
O 2.70 -13.99 -1.45
O 3.53 -16.28 -0.79
F 3.06 -15.68 -3.01
S 5.77 -14.65 -0.68
O 6.46 -15.82 -0.24
O 5.18 -13.81 0.33
F 6.94 -13.67 -1.15
N 5.43 -13.53 10.07
S 4.05 -12.85 9.99
O 2.99 -13.47 9.25
O 3.97 -11.42 10.13
F 3.66 -13.20 11.53
S 5.91 -12.80 8.66
O 6.27 -11.42 8.66
O 5.38 -13.32 7.44
F 7.33 -13.53 8.72
```

## Properties
Molar mass = 1189.28 g mol⁻¹
E_LUMO = -0.09703 Ha
E = -6858.053256 hartree
Charge = -1
Spin multiplicity = 1
Kohn-Sham gap = 0.1492 Eh